# 1
Computed, not measured: a molecular structure, C10H12NO in a non-equilibrium geometry, with the ωB97M-V functional and the def2-TZVPD basis.

## Properties
net charge: +1
HOMO-LUMO gap (alpha / beta): 0.2731 / 0.2491 hartree
energy relative to the best compared isomer or geometry (same formula, charge and spin): 8.3267 eV

Each line ends with the Mulliken charge.
Cartesian coordinates (Å):
C  -3.479  -0.972  -0.131  -0.61
C  -2.190  -1.581  -0.194  -0.30
C  -4.084  0.278  -0.442  -0.37
C  -0.817  -1.360  -0.101  -0.69
C  -3.544  1.432  -0.090  0.06
C  -0.278  -0.118  0.364  0.43
C  -1.050  1.016  0.247  0.75
C  0.162  1.842  0.148  -0.71
C  1.416  0.223  -1.269  -0.85
C  2.075  0.554  1.151  -0.80
N  0.996  0.514  0.140  0.29
O  -2.279  1.659  0.215  -0.33
H  -4.275  -1.674  0.126  0.36
H  -2.288  -2.546  -0.519  0.34
H  -5.099  0.303  -0.708  0.41
H  -0.161  -2.273  -0.420  0.22
H  0.347  2.273  -0.879  0.28
H  0.436  2.494  1.045  0.37
H  2.217  0.868  -1.513  0.42
H  1.735  -0.874  -1.187  0.36
H  0.483  0.538  -1.829  0.30
H  2.693  -0.388  0.985  0.34
H  2.833  1.341  1.140  0.35
H  1.678  0.612  2.202  0.37

---

# 2
Computed, not measured: a molecular structure, C10H12NO in a non-equilibrium geometry, with the ωB97M-V functional and the def2-TZVPD basis.

## Properties
net charge: +1
HOMO-LUMO gap (alpha / beta): 0.2341 / 0.2342 hartree
energy relative to the best compared isomer or geometry (same formula, charge and spin): 6.5442 eV

Each line ends with the Mulliken charge.
Cartesian coordinates (Å):
C  -2.897  -0.484  0.156  -0.49
C  -2.753  0.799  0.564  -0.96
C  -1.763  -1.261  -0.138  -0.92
C  -1.451  1.241  0.756  -0.52
C  -0.454  -0.744  -0.144  1.07
C  -0.304  0.588  0.389  0.91
C  0.614  -1.795  -0.516  -1.09
C  1.902  -1.649  0.334  -0.47
C  0.980  1.255  0.600  -0.52
C  1.521  1.994  -1.164  -0.97
N  2.601  -0.511  0.615  -0.11
O  2.208  0.693  0.856  -0.01
H  -3.745  -1.049  -0.009  0.46
H  -3.556  1.412  0.778  0.51
H  -2.047  -2.290  -0.428  0.28
H  -1.462  2.292  1.093  0.30
H  0.241  -2.761  -0.429  0.51
H  0.775  -1.659  -1.539  0.42
H  1.544  -2.201  1.225  0.35
H  2.524  -2.473  0.034  0.46
H  1.038  2.075  1.192  0.65
H  2.562  1.950  -1.199  0.41
H  1.127  2.991  -1.211  0.37
H  0.794  1.585  -1.816  0.37

---

# 3
Computed, not measured: 2 unconnected molecules or ions with the total composition C10H12NO in a non-equilibrium geometry, with the ωB97M-V functional and the def2-TZVPD basis.

## Properties
net charge: +1
HOMO-LUMO gap: 0.2082 hartree
energy relative to the best compared isomer or geometry (same formula, charge and spin): 3.5123 eV

Each line ends with the Mulliken charge.
Cartesian coordinates (Å):
C  1.084  -2.037  -2.013  -0.97
C  0.422  -1.362  -1.131  0.03
C  -3.959  0.481  0.094  -0.47
C  -3.080  0.754  1.137  -0.53
C  -3.492  -0.039  -1.093  -0.38
C  -1.804  0.292  1.155  -0.42
C  -2.168  -0.440  -1.186  -0.62
C  -1.392  -0.374  0.009  0.58
C  3.084  0.765  1.288  -0.05
C  -0.027  -0.882  0.018  0.86
N  3.521  0.156  0.227  -0.16
O  0.684  -0.844  1.239  -0.58
H  0.909  -3.069  -2.071  0.29
H  -5.034  0.880  0.122  0.29
H  -3.622  1.269  1.934  0.33
H  -4.180  -0.219  -1.904  0.40
H  -1.070  0.622  1.871  0.37
H  -1.677  -1.030  -1.986  0.23
H  2.684  0.137  2.036  0.26
H  3.417  1.776  1.573  0.32
H  3.936  0.737  -0.541  0.30
H  3.273  -0.820  -0.069  0.30
H  1.483  -1.482  -2.959  0.24
H  0.033  -0.843  2.061  0.39

---

# 4
Computed, not measured: a gas-phase ion, C10H12NOS (charge +1) in a non-equilibrium geometry, with the ωB97M-V functional and the def2-TZVPD basis.

## Properties
net charge: +1
HOMO-LUMO gap (alpha / beta): 0.2429 / 0.2428 hartree
energy relative to the best compared isomer or geometry (same formula, charge and spin): 2.9345 eV

Each line ends with the Mulliken charge.
Cartesian coordinates (Å):
C  1.055  1.869  2.829  -0.64
C  0.310  0.968  3.562  -0.58
C  1.526  1.592  1.550  -0.71
C  -0.101  -0.224  3.039  -0.66
C  1.121  0.443  0.965  0.97
C  0.319  -0.540  1.679  0.44
C  0.634  -0.478  -1.468  0.75
C  1.465  0.141  -0.420  -0.39
C  1.339  -0.911  -2.670  -1.33
C  -3.140  0.155  -1.343  -0.84
N  -0.700  -0.472  -1.481  -0.36
O  0.102  -1.698  1.103  -0.42
S  -1.791  -0.327  -0.314  0.35
H  1.417  2.726  3.260  0.47
H  0.167  1.128  4.575  0.46
H  1.967  2.459  1.115  0.40
H  -0.692  -0.943  3.636  0.33
H  2.242  0.754  -0.827  0.42
H  -0.281  -2.364  1.654  0.34
H  2.375  -0.542  -2.644  0.35
H  0.829  -0.719  -3.564  0.40
H  1.307  -1.995  -2.835  0.30
H  -4.066  -0.387  -0.828  0.34
H  -2.862  -0.174  -2.303  0.31
H  -3.152  1.190  -1.256  0.32

---

# 5
Computed, not measured: 2 unconnected molecules or ions with the total composition C10H12O2P in a non-equilibrium geometry, with the ωB97M-V functional and the def2-TZVPD basis.

## Properties
net charge: -1
HOMO-LUMO gap: 0.3099 hartree
energy relative to the best compared isomer or geometry (same formula, charge and spin): 1.4803 eV

Each line ends with the Mulliken charge.
Cartesian coordinates (Å):
C  -4.703  0.077  -0.145  -0.36
C  -3.806  0.545  -1.136  -0.40
C  -4.190  -0.505  0.980  -0.41
C  -2.395  0.411  -0.971  -0.27
C  -2.771  -0.631  1.130  -0.56
C  -1.833  -0.203  0.191  0.45
C  3.640  -0.632  -0.615  -0.56
C  3.388  -0.089  0.813  -0.44
C  4.011  0.683  -0.177  0.56
C  4.490  1.893  -0.588  -0.74
O  0.139  -0.933  1.896  -0.75
O  0.106  -2.162  -0.314  -0.76
P  -0.188  -0.879  0.462  0.75
H  -5.793  0.345  -0.175  0.26
H  -4.180  1.000  -2.060  0.33
H  -4.747  -0.997  1.811  0.28
H  -1.832  0.857  -1.827  0.25
H  -2.529  -1.333  1.815  0.34
H  4.306  -1.404  -0.855  0.29
H  2.678  -0.589  -1.204  0.14
H  2.254  -0.007  0.909  -0.10
H  3.846  -0.312  1.671  0.34
H  4.990  1.939  -1.550  0.24
H  4.454  2.761  0.061  0.26
H  0.666  0.166  -0.121  -0.15

---

# 6
Computed, not measured: 2 unconnected molecules or ions with the total composition C10H12O2S in a non-equilibrium geometry, with the ωB97M-V functional and the def2-TZVPD basis.

## Properties
HOMO-LUMO gap: 0.3424 hartree
energy relative to the best compared isomer or geometry (same formula, charge and spin): 3.4651 eV

Each line ends with the Mulliken charge.
Cartesian coordinates (Å):
C  -2.912  0.354  -0.525  -0.54
C  -2.323  -0.661  0.240  -0.53
C  -2.185  1.532  -0.770  -0.58
C  -1.083  -0.483  0.788  -0.35
C  -0.844  1.673  -0.314  0.33
C  -0.315  0.593  0.427  0.34
C  1.828  -2.900  1.306  -0.50
C  0.072  2.832  -0.557  -0.60
C  1.414  2.611  -0.034  -0.65
C  1.299  -3.569  0.266  0.07
O  1.950  -0.114  -0.679  -0.61
O  0.963  -3.020  -1.004  -0.50
S  1.513  0.705  0.505  0.24
H  -3.882  0.290  -0.974  0.39
H  -2.891  -1.551  0.140  0.36
H  -2.564  2.391  -1.267  0.45
H  -0.530  -1.316  1.312  0.34
H  1.917  -1.843  1.255  0.07
H  -0.091  3.127  -1.563  0.44
H  -0.399  3.582  0.150  0.21
H  2.314  2.634  -0.776  0.29
H  1.896  3.311  0.767  0.38
H  2.398  -3.469  2.097  0.23
H  1.277  -4.626  0.269  0.38
H  1.178  -2.082  -1.059  0.35

---

# 7
Computed, not measured: 2 unconnected molecules or ions with the total composition C10H13BClF2N3O4 in a non-equilibrium geometry, with the ωB97M-V functional and the def2-TZVPD basis.

## Properties
HOMO-LUMO gap: 0.2413 hartree

Each line ends with the Mulliken charge.
Cartesian coordinates (Å):
C  -0.588  3.276  1.576  -0.97
C  0.187  2.132  0.694  0.52
C  0.629  0.792  1.530  -0.89
C  -0.694  1.601  -0.625  -0.77
C  0.343  0.727  -1.536  0.28
C  0.337  -0.894  -1.636  -0.19
C  1.459  -1.505  -2.596  -0.25
N  2.523  -0.867  -3.373  -0.75
N  2.434  0.465  -3.224  1.02
N  3.434  1.158  -3.953  -0.88
C  1.517  1.301  -2.469  0.41
Cl  1.686  3.167  -2.563  -0.10
H  -0.538  2.922  2.714  0.26
H  -1.677  3.524  1.225  0.29
H  0.092  4.254  1.522  0.25
H  1.158  2.630  0.222  0.16
H  1.671  0.388  1.121  0.21
H  -0.212  -0.052  1.459  0.10
H  0.834  1.120  2.642  0.40
H  -1.553  0.899  -0.202  0.32
H  -1.154  2.539  -1.179  0.36
H  -0.411  -1.592  -1.069  0.27
H  1.439  -2.696  -2.707  0.35
H  4.045  1.692  -3.264  0.29
H  4.085  0.487  -4.416  0.34
B  -1.727  -3.665  3.039  0.56
O  -3.182  -3.663  2.850  -0.42
C  -3.447  -2.833  1.832  0.44
O  -4.570  -2.601  1.412  -0.60
C  -2.222  -2.274  1.328  0.76
O  -2.119  -1.483  0.405  -0.64
O  -1.184  -2.752  2.028  -0.38
F  -1.198  -5.005  2.840  -0.37
F  -1.396  -3.190  4.373  -0.37

---

# 8
Computed, not measured: a molecular structure, C10H13BF4N4OSV, with the ωB97M-V functional and the def2-TZVPD basis.

## Properties
net charge: -1
HOMO-LUMO gap (alpha / beta): 0.2757 / 0.2776 hartree
multiplicity: 3
expectation value of S²: 2.092

Each line ends with the Löwdin spin population.
Cartesian coordinates (Å):
V  1.135  1.651  -0.938  2.14
S  4.469  -0.868  -3.336  0.02
C  3.410  0.070  -2.562  0.02
N  2.633  0.737  -1.995  0.00
C  -0.702  1.157  2.597  0.00
C  -0.422  -0.270  2.223  -0.02
C  -0.844  -1.329  3.011  0.00
C  -0.591  -2.644  2.643  -0.02
C  0.100  -2.895  1.466  0.00
C  0.543  -1.865  0.648  -0.02
C  1.335  -2.152  -0.597  0.00
C  0.280  -0.522  1.021  -0.02
N  0.671  0.513  0.238  -0.20
H  -1.238  1.216  3.545  0.00
H  -1.294  1.649  1.821  0.00
H  0.226  1.727  2.676  0.00
H  -1.383  -1.119  3.930  0.00
H  -0.926  -3.462  3.269  0.00
H  0.308  -3.920  1.174  0.00
H  1.132  -3.160  -0.964  0.00
H  2.409  -2.070  -0.411  0.00
H  1.122  -1.425  -1.378  0.00
N  -1.599  -1.010  -1.960  0.00
C  -1.875  0.249  -1.463  0.01
N  -2.839  0.278  -0.488  0.00
O  -1.303  1.254  -1.841  0.03
H  -1.651  -1.758  -1.284  0.00
H  -0.739  -1.019  -2.488  0.00
H  -3.523  -0.457  -0.446  0.00
H  -3.136  1.199  -0.217  0.00
F  0.810  3.139  -2.636  0.01
B  0.859  4.129  -1.603  0.01
F  0.421  5.355  -1.988  0.00
F  0.041  3.528  -0.569  0.02
F  2.164  4.094  -1.097  0.02